DFT (ωB97M-V/def2-TZVPD) results for C19H55K2O12 as an isolated structure in a non-equilibrium geometry.

```
88
C19H55K2O12 (ωB97M-V/def2-TZVPD)
K -2.771 -3.931 -0.030
K -2.725 -0.056 -2.063
O -0.275 0.406 -0.790
C -0.458 -0.496 0.173
O -1.289 -1.416 0.026
O 0.155 -0.304 1.234
H 0.453 0.908 -0.417
C -4.197 -0.880 1.575
C -4.929 -1.869 2.475
O -4.434 -3.203 2.392
H -4.116 -1.088 0.508
H -3.197 -0.678 1.959
H -4.660 0.107 1.563
H -5.992 -1.796 2.247
H -4.843 -1.510 3.501
H -5.182 -3.715 2.708
C 1.382 -3.777 -0.583
C 1.504 -5.140 0.137
O 2.542 -5.138 1.048
H 1.084 -3.045 0.167
H 0.640 -3.701 -1.377
H 2.330 -3.498 -1.044
H 1.762 -5.884 -0.617
H 0.572 -5.472 0.594
H 2.625 -6.058 1.309
C 2.736 -1.864 2.552
C 3.449 -1.262 1.400
O 2.926 0.019 1.147
H 3.205 -2.843 2.641
H 1.688 -2.079 2.342
H 2.795 -1.414 3.543
H 3.360 -1.889 0.513
H 4.515 -1.199 1.617
H 1.981 -0.127 1.228
C -2.349 3.300 -0.857
C -3.857 3.109 -0.803
O -4.080 1.775 -0.336
H -1.772 2.551 -1.399
H -1.886 3.202 0.125
H -2.130 4.316 -1.187
H -4.362 3.067 -1.768
H -4.383 3.860 -0.213
H -3.682 1.746 0.537
C 0.386 -1.227 -3.703
C -0.547 -2.317 -4.299
O -1.885 -1.935 -3.967
H 0.099 -0.187 -3.853
H 1.390 -1.372 -4.103
H 0.436 -1.328 -2.619
H -0.302 -3.329 -3.977
H -0.463 -2.258 -5.385
H -2.434 -2.719 -4.042
C -0.743 -1.304 5.260
C -1.496 -0.628 4.142
O -0.697 0.464 3.699
H -1.373 -2.104 5.649
H -0.445 -0.642 6.073
H 0.103 -1.839 4.828
H -2.487 -0.311 4.465
H -1.582 -1.312 3.298
H -0.221 0.226 2.900
C 3.553 0.442 -2.590
C 4.051 -0.981 -2.494
O 5.198 -1.110 -3.293
H 4.288 1.190 -2.292
H 2.709 0.444 -1.901
H 3.101 0.605 -3.568
H 3.290 -1.653 -2.889
H 4.244 -1.315 -1.475
H 5.571 -1.969 -3.080
C 0.331 3.312 1.925
C 0.573 4.714 1.319
O 0.832 5.599 2.393
H 1.216 2.936 2.439
H 0.015 2.560 1.202
H -0.467 3.395 2.663
H -0.268 5.047 0.711
H 1.458 4.740 0.683
H 0.006 5.704 2.872
C 1.090 3.246 -2.621
C 1.078 4.788 -2.550
O 0.782 5.314 -3.850
H 1.197 2.934 -1.583
H 1.916 2.929 -3.257
H 0.167 2.813 -3.006
H 2.005 5.146 -2.102
H 0.342 5.105 -1.810
H -0.154 5.153 -3.990
```

**Spin multiplicity**: 2
**LUMO energy (alpha / beta)**: -0.0159 / -0.0160 Eh
**E**: -77813.1801 eV
**HOMO-LUMO gap (alpha / beta)**: 0.11040 / 0.32769 Eh



DFT (ωB97M-V/def2-TZVPD) results for C6H10O in the gas phase.

```
17
C6H10O (ωB97M-V/def2-TZVPD)
C -0.019 -1.082 -2.192
C 0.247 -0.786 -1.057
C 0.085 -0.271 0.319
C -1.464 -0.063 0.404
C 0.565 -1.213 1.428
O 0.830 0.912 0.552
C 0.898 1.856 -0.490
H -0.418 -1.318 -3.151
H -1.699 0.666 1.182
H -1.948 -1.019 0.632
H -1.922 0.259 -0.537
H 0.078 -2.190 1.375
H 0.342 -0.753 2.397
H 1.648 -1.358 1.394
H -0.104 2.136 -0.838
H 1.395 2.734 -0.071
H 1.486 1.491 -1.346
```

**Relative energy (zero: lowest compared OMol25 entry of this formula, charge and spin)**: 2.196 eV
**Spin multiplicity**: 1
**LUMO energy**: 0.0375 Eh
**E**: -8429.0440 eV
**HOMO-LUMO gap**: 0.39535 Eh



DFT (ωB97M-V/def2-TZVPD) results for C11H22Al2Cl4F7MgO5S as an isolated structure in a non-equilibrium geometry.

```
53
C11H22Al2Cl4F7MgO5S (ωB97M-V/def2-TZVPD)
S -4.464 2.370 1.340
C -6.173 2.208 1.105
Cl -6.788 3.728 1.020
H -4.153 3.254 0.324
H -6.325 1.710 0.145
Mg -2.927 4.037 -0.611
C -3.414 -0.117 3.465
C -2.344 -1.156 3.628
C -2.686 -2.243 4.615
O -1.384 -2.682 5.063
C -0.519 -1.652 4.935
O 0.584 -1.625 5.346
O -1.130 -0.624 4.219
H -3.045 0.748 2.920
H -4.259 -0.541 2.923
H -3.765 0.253 4.430
H -2.057 -1.562 2.655
H -3.233 -3.067 4.166
H -3.236 -1.868 5.478
C 0.777 1.812 -0.278
O 0.463 1.330 -1.589
C 1.126 2.031 -2.617
C 2.300 1.220 -3.096
O 3.288 1.103 -2.063
C 3.206 -0.071 -1.369
H 0.417 1.081 0.444
H 1.849 1.949 -0.140
H 0.272 2.758 -0.095
H 1.442 3.025 -2.292
H 0.419 2.154 -3.444
H 2.782 1.713 -3.943
H 1.958 0.232 -3.428
H 3.601 -0.924 -2.006
H 2.174 -0.308 -1.069
H 3.827 0.005 -0.476
F -4.647 1.252 -1.272
Al 3.443 -2.907 -2.025
F -8.912 3.445 0.950
Cl 3.624 -7.196 -3.669
C 4.459 -6.830 -5.202
C 5.860 -6.331 -4.976
Cl 5.873 -4.716 -4.213
H 3.860 -6.104 -5.744
H 4.488 -7.752 -5.780
H 6.379 -6.237 -5.927
H 6.429 -7.003 -4.340
Cl 0.022 1.106 3.737
F -7.813 5.958 0.112
F 2.274 4.207 0.201
Al 1.673 4.623 1.736
F 0.993 3.224 2.423
F 0.482 5.799 1.575
F 2.927 5.180 2.707
```

**Net charge**: -1
**Spin multiplicity**: 1
**LUMO energy**: -0.0761 Eh
**E**: -120579.5580 eV
**HOMO-LUMO gap**: 0.06638 Eh